(1)
Molecular formula: C31H35Br4CuNO2SbSi
Method: DFT, ωB97M-V/def2-TZVPD

Geometry as XYZ:
```
76
Properties=species:S:1:pos:R:3:forces:R:3
Sb -19.031 -2.033 -5.750 0.1 0.6 -0.8
Br -16.880 3.373 -0.064 0.9 0.1 1.1
Br -20.901 3.276 -3.627 0.7 -0.5 -0.2
Br -19.735 1.914 -0.578 0.1 0.7 -0.9
Br -14.527 3.000 -2.371 0.4 -0.1 -0.4
Cu -17.010 2.368 -7.041 -1.0 -0.3 1.9
Si -17.592 1.655 -10.041 0.3 0.3 1.0
O -18.522 2.475 -5.652 -0.5 0.5 -1.5
O -15.873 2.188 -5.070 -0.1 -0.3 -1.2
N -16.689 4.357 -6.675 0.6 1.9 -0.7
C -16.069 -2.059 -1.725 -0.1 0.5 -0.5
C -17.433 -1.807 -1.566 0.5 0.2 1.0
C -16.721 2.360 -4.153 -0.6 1.2 2.1
C -17.253 2.791 -1.780 -1.6 -0.9 0.0
C -16.691 1.190 -8.487 -0.2 -0.4 0.4
C -21.167 -1.504 -5.303 0.9 -0.1 -0.5
C -17.334 -5.099 -5.134 -1.2 0.6 -0.3
C -18.269 -1.692 -2.649 0.0 -1.3 -1.2
C -23.514 -1.985 -4.905 0.9 0.5 -0.6
C -20.209 -4.284 -7.533 0.1 -0.3 -0.4
C -19.692 -1.373 -2.372 -1.7 0.2 0.6
C -18.493 -5.249 -6.082 -1.0 0.1 -0.8
C -19.047 2.754 -3.340 -0.5 -0.6 -0.3
C -17.753 -2.014 -3.933 -0.7 0.9 0.1
C -22.178 -2.433 -5.067 -0.8 0.1 0.4
C -16.332 2.653 -2.790 -0.2 0.1 -0.9
C -18.560 0.039 -10.441 -0.4 0.2 -0.3
C -19.925 -6.648 -7.483 1.0 -1.7 0.5
C -22.783 0.284 -5.303 -0.6 0.7 0.3
C -21.493 -0.147 -5.503 0.3 -0.2 -0.2
C -21.906 -3.904 -4.832 -0.5 1.2 -1.2
C -18.623 2.581 -2.026 0.6 0.6 0.4
C -18.166 2.590 -4.433 0.8 -1.1 1.2
C -19.245 -4.122 -6.532 0.2 -0.1 0.5
C -23.790 -0.619 -4.974 -0.6 -0.3 -0.3
C -20.523 -5.567 -8.060 0.9 1.6 1.9
C -16.363 -2.031 -4.112 0.1 0.1 -0.3
C -15.503 -2.042 -3.008 -0.7 -0.8 0.3
C -18.903 -6.525 -6.525 0.0 2.0 -0.4
C -16.293 2.129 -11.347 -1.6 -1.7 -0.8
C -18.911 3.104 -9.755 -0.1 -0.5 -1.1
H -24.313 -2.721 -4.828 0.1 0.2 0.3
H -17.575 4.872 -6.565 0.5 -0.4 -0.1
H -19.704 -0.953 -1.335 -0.4 -0.2 -0.9
H -14.438 -2.214 -3.155 -0.2 0.4 0.1
H -17.824 -0.794 -10.382 -0.5 0.5 -0.2
H -20.168 -7.680 -7.775 -0.1 0.5 -0.1
H -15.862 3.085 -11.208 0.7 0.9 0.3
H -16.856 2.162 -12.302 0.5 0.0 0.1
H -21.289 -5.697 -8.754 -1.1 -0.1 -1.2
H -15.913 -1.993 -5.122 -0.4 -0.3 0.5
H -15.455 -2.162 -0.850 0.3 0.0 0.2
H -16.108 4.891 -7.347 -0.6 -0.3 0.5
H -17.146 0.261 -8.072 0.2 0.4 -0.1
H -20.759 -3.408 -7.908 0.2 -0.4 0.2
H -16.183 4.435 -5.785 -0.3 -0.4 -0.2
H -15.620 1.158 -8.247 0.1 -0.2 -1.0
H -17.672 -4.455 -4.315 0.4 -0.3 0.1
H -16.472 -4.616 -5.594 0.0 -0.1 0.0
H -24.822 -0.265 -4.859 0.4 -0.1 0.0
H -20.819 0.641 -5.849 0.5 -0.6 0.3
H -20.980 -3.924 -4.332 1.1 -0.5 1.2
H -19.329 -0.159 -9.629 0.8 0.3 -1.0
H -19.048 0.064 -11.464 0.4 -0.2 1.2
H -18.741 4.089 -10.270 0.3 -0.8 0.8
H -17.110 -6.088 -4.807 0.6 -0.6 0.6
H -20.406 -2.268 -2.373 1.0 1.0 -0.2
H -15.553 1.302 -11.400 -0.3 0.7 0.0
H -19.806 2.727 -10.303 0.3 0.1 0.5
H -17.900 -1.670 -0.564 0.7 -0.1 -0.7
H -22.744 -4.233 -4.237 0.1 -0.9 0.1
H -18.345 -7.364 -6.167 0.0 -0.6 0.1
H -22.989 1.368 -5.385 0.0 -0.8 0.0
H -20.122 -0.602 -3.063 0.4 -0.7 0.7
H -19.195 3.230 -8.688 0.2 0.0 -0.6
H -21.703 -4.449 -5.768 -0.7 0.0 0.5
```
Forces are in eV/Å.

**ΔE to the lowest compared entry with this formula, charge and spin**: 7.5 kcal/mol
**Multiplicity**: 2
**LUMO level (alpha / beta)**: 2.41 / 1.58 eV
**Highest occupied orbital energy (alpha / beta)**: -3.49 / -3.36 eV
**Expectation value of S²**: 0.7566
**Charge**: -1
**Kohn-Sham gap (alpha / beta)**: 5.90 / 4.94 eV

=====

(2)
Molecular formula: C31H35BrGe2N3NiO
Method: DFT, ωB97M-V/def2-TZVPD

Geometry as XYZ:
```
74
Properties=species:S:1:pos:R:3:forces:R:3
Br 0.418 -7.308 4.587 0.1 0.1 0.0
Ge -1.931 -0.746 -1.839 -1.0 0.2 -0.5
Ge 0.067 1.487 -1.662 -0.4 0.2 -0.3
Ni 0.284 -0.812 -1.268 1.0 -0.3 0.5
O 2.319 -0.987 -1.222 -0.2 -0.1 0.1
N 3.906 -2.389 4.718 0.3 0.6 0.5
N 0.547 -0.974 0.785 0.2 -0.2 -0.2
N 4.306 -1.724 3.763 0.0 0.0 -0.2
C 1.087 1.429 -3.391 -0.3 0.3 0.5
C 1.400 3.668 -0.029 0.0 -0.1 0.0
C 1.162 2.160 -0.110 -0.3 -0.3 -0.4
C 3.111 -3.521 4.642 -0.5 -0.5 -0.4
C 1.521 -5.779 4.616 -0.1 -0.1 0.0
C 2.777 -1.067 -0.062 0.0 0.0 -0.1
C 3.751 -1.405 2.587 -0.1 -0.2 0.0
C -1.485 5.812 -2.116 0.0 0.1 0.0
C 0.052 -0.935 3.108 0.1 0.0 0.1
C 1.853 -1.116 1.080 0.0 0.0 0.4
C -3.772 5.329 -1.589 -0.1 0.0 0.0
C -1.845 2.083 -1.738 0.7 -0.2 0.1
C 1.381 -1.085 3.425 -0.1 -0.1 0.0
C -2.224 -1.387 -3.718 0.0 0.1 0.5
C -0.332 -0.913 1.767 -0.1 0.1 0.0
C 4.176 -1.056 0.222 0.1 0.0 0.0
C -3.483 3.977 -1.536 0.0 0.0 0.0
C -2.701 1.059 -1.770 0.0 -0.3 0.1
C 1.519 2.791 -3.936 0.0 -0.1 0.0
C 3.100 -4.359 3.516 0.1 0.3 0.1
C 2.311 -5.488 3.508 -0.1 -0.1 0.0
C 1.543 -4.970 5.747 -0.1 -0.1 0.0
C 4.633 -1.192 1.495 0.0 0.0 -0.1
C -4.117 -1.335 0.068 0.1 -0.1 0.0
C 2.321 -1.230 2.393 0.0 0.0 -0.1
C -2.185 3.515 -1.774 -0.1 0.3 -0.1
C -2.919 -2.001 -0.611 0.3 0.3 -0.2
C -3.721 -1.441 -4.024 0.1 0.0 -0.1
C 2.357 -3.858 5.771 0.2 0.2 -0.1
C -1.197 4.459 -2.060 -0.1 -0.2 0.0
C -2.777 6.253 -1.878 0.0 0.0 0.0
H -3.246 -2.840 -1.228 0.0 0.0 0.0
H -4.272 3.275 -1.300 0.0 0.0 0.0
H 0.932 -5.224 6.602 0.0 0.0 0.0
H 0.663 1.813 0.797 0.0 0.0 0.0
H 0.454 0.911 -4.114 0.0 0.0 0.0
H 1.695 -1.056 4.458 0.0 -0.1 0.0
H -0.702 6.524 -2.344 0.0 0.0 0.0
H -0.186 4.114 -2.254 0.0 0.1 0.0
H 2.117 1.633 -0.189 0.0 0.0 0.0
H -3.008 7.309 -1.918 0.0 0.0 0.0
H -0.695 -0.823 3.881 0.0 0.0 0.0
H 3.733 -4.131 2.667 0.0 0.0 0.0
H 2.158 3.320 -3.228 0.0 0.0 0.0
H -1.371 -0.797 1.485 0.0 0.0 0.0
H 2.086 2.661 -4.859 0.0 0.1 0.0
H -4.174 -0.451 -3.949 0.0 0.0 0.0
H 1.908 4.045 -0.918 0.0 0.0 0.0
H 2.410 -3.219 6.643 0.0 0.0 0.0
H -3.890 -1.807 -5.038 -0.1 0.0 0.0
H -4.778 -0.877 -0.668 -0.1 0.0 0.1
H 4.854 -0.958 -0.615 0.0 0.0 0.0
H 0.465 4.212 0.093 0.0 0.0 0.0
H -4.783 5.669 -1.402 0.0 0.0 0.0
H 2.308 -6.150 2.653 0.0 0.0 0.0
H -3.801 -0.553 0.761 0.0 0.0 0.0
H 1.958 0.799 -3.196 0.0 0.0 0.0
H -4.694 -2.073 0.627 0.0 0.1 0.0
H 2.034 3.888 0.832 0.0 0.1 0.0
H 0.658 3.420 -4.163 0.0 0.0 0.0
H 5.696 -1.222 1.700 0.0 0.0 0.0
H -2.229 -2.404 0.133 0.0 -0.1 0.0
H -1.719 -0.701 -4.400 0.1 0.0 0.0
H -4.248 -2.105 -3.336 0.0 0.0 0.0
H -1.769 -2.373 -3.836 0.0 0.0 0.0
H -3.774 1.223 -1.837 0.0 0.1 0.0
```
Forces are in eV/Å.

**Multiplicity**: 3
**LUMO level (alpha / beta)**: -4.36 / -5.24 eV
**Highest occupied orbital energy (alpha / beta)**: -10.50 / -10.55 eV
**Expectation value of S²**: 2.0927
**Charge**: +1
**Kohn-Sham gap (alpha / beta)**: 6.13 / 5.31 eV

=====

(3)
Molecular formula: C31H35N4O5
Method: DFT, ωB97M-V/def2-TZVPD

Geometry as XYZ:
```
75
Properties=species:S:1:pos:R:3:forces:R:3
O -1.078 3.182 4.293 0.1 -1.6 -0.6
O 1.076 -4.292 8.132 0.7 0.3 -2.3
O 3.736 4.117 -1.517 -0.6 -1.0 0.9
O -1.629 2.444 2.248 0.1 -0.6 1.4
O 1.771 -5.246 6.270 -0.6 2.2 1.3
N -1.721 0.429 5.026 0.6 -0.3 0.9
N 3.837 2.000 -0.596 -0.2 0.6 -0.1
N 1.458 -4.234 6.940 0.3 -3.4 1.8
N 2.333 2.176 1.063 -0.7 0.0 0.5
C 1.175 6.177 -0.376 -0.1 0.0 -0.5
C 1.180 7.371 -1.104 -0.1 -0.2 0.0
C -0.820 0.810 3.856 -2.8 -0.2 -0.9
C 1.379 -1.751 4.235 0.2 0.2 0.2
C 0.981 -0.592 4.919 -0.3 -0.1 -0.2
C -2.247 3.759 2.093 0.2 0.2 -0.2
C 0.292 5.005 -2.313 0.4 0.3 0.2
C -2.839 -1.305 6.225 -0.1 -0.2 0.0
C 3.346 3.271 -0.718 0.6 0.5 -0.5
C 0.775 4.989 -1.000 -0.2 0.0 0.0
C 4.890 1.525 -1.459 0.3 -0.4 0.0
C 0.869 3.677 -0.259 -0.2 -0.1 -0.3
C -1.704 1.189 6.156 -0.4 -0.2 -0.3
C 2.255 3.436 0.336 0.2 0.1 0.3
C 0.302 6.197 -3.040 0.0 0.1 0.2
C -2.280 -0.811 5.066 0.4 0.5 -0.2
C 1.515 -2.963 6.312 -0.8 1.9 -1.2
C 0.613 0.694 4.138 2.7 -0.3 1.1
C -2.872 -0.518 7.378 0.2 0.2 -0.4
C 2.598 -0.048 -0.047 0.0 0.1 -0.3
C -2.338 0.767 7.312 0.1 0.0 0.0
C 3.284 1.213 0.500 0.0 -0.2 -0.1
C 0.754 7.380 -2.438 0.0 -0.2 0.1
C 1.436 0.817 2.858 0.1 0.0 -0.1
C -2.582 3.967 0.638 -0.6 0.4 -0.4
C 1.499 1.947 2.124 0.7 -0.1 0.0
C 0.842 -0.645 6.319 0.3 0.0 -0.2
C 4.381 0.818 1.503 0.1 0.3 -0.2
C 1.059 -1.828 7.013 0.2 -0.7 -0.3
C -1.176 2.249 3.505 -0.6 2.1 -0.5
C 1.737 -2.907 4.927 -0.5 0.0 0.4
H 4.598 0.586 -1.943 0.0 0.2 0.0
H 4.977 0.003 1.073 0.0 0.2 0.2
H -2.199 -1.389 4.148 -0.1 0.1 0.2
H 2.009 -0.552 0.724 0.1 0.0 -0.2
H -3.219 -2.327 6.217 0.0 0.3 0.0
H -1.551 4.523 2.456 -0.2 -0.3 0.0
H 2.088 -3.788 4.397 -0.2 0.1 0.2
H -2.353 5.002 0.357 0.0 -0.3 0.0
H 3.372 -0.739 -0.405 -0.3 0.1 0.0
H 5.809 1.346 -0.888 -0.1 0.1 -0.1
H 0.634 2.839 -0.940 0.0 0.3 0.2
H 3.952 0.482 2.450 0.2 0.0 -0.2
H 5.027 1.685 1.696 -0.1 -0.3 0.0
H 1.408 -1.770 3.142 0.1 0.0 0.4
H 1.509 6.148 0.666 -0.1 0.2 -0.4
H -0.048 4.065 -2.756 0.1 0.4 0.0
H 2.113 0.005 2.586 -0.6 0.3 0.4
H -2.041 3.300 -0.041 -0.1 0.1 0.3
H 0.834 -1.927 8.072 0.2 0.1 -0.2
H -1.128 0.159 3.020 0.1 0.2 0.4
H -1.189 2.142 6.092 -0.2 -0.2 -0.1
H 0.769 8.311 -3.008 0.0 -0.3 0.2
H -2.354 1.453 8.159 0.1 -0.3 -0.2
H 0.123 3.643 0.550 0.3 0.0 -0.1
H -3.659 3.833 0.491 0.3 -0.1 -0.2
H 0.900 2.819 2.408 0.3 -0.2 -0.2
H 0.533 0.239 6.883 0.2 -0.3 -0.2
H 1.931 0.221 -0.878 0.2 -0.1 0.2
H 5.082 2.281 -2.223 -0.1 -0.1 0.2
H 0.867 1.556 4.788 0.0 -0.4 0.0
H 1.529 8.288 -0.624 -0.1 -0.2 -0.2
H -3.273 -0.912 8.309 0.0 0.1 -0.2
H -0.035 6.195 -4.079 0.1 0.1 0.3
H -3.149 3.762 2.718 0.3 0.1 0.0
H 2.525 4.270 1.011 0.0 -0.2 -0.4
```
Forces are in eV/Å.

**LUMO level**: -4.32 eV
**Highest occupied orbital energy**: -10.59 eV
**SMILES string**: CCOC(=O)[C@@H]([C@H](/C=C/N1[C@H](Cc2ccccc2)C(=O)N(C)C1(C)C)c1ccc([N+](=O)[O-])cc1)[n+]1ccccc1
**Charge**: +1
**Kohn-Sham gap**: 6.27 eV